Entry 1:
Molecular formula: C18H23
Method: DFT, ωB97M-V/def2-TZVPD

Last column: Mulliken charge in e.
Cartesian coordinates (Å):
C -2.72017 -0.91331 3.23849  -1.36
C -1.58882 -1.48330 2.38140  0.36
C -0.22928 -1.57504 2.98823  1.17
C 0.41773 -2.82252 3.08570  0.48
C -0.30486 -4.15450 3.04008  -1.59
C 1.79026 -2.84773 3.31014  -0.87
C 2.50364 -1.66902 3.48167  0.57
C 3.98174 -1.70473 3.61554  -1.46
C 1.82642 -0.47065 3.62822  -0.91
C 0.45084 -0.41231 3.42737  1.12
C -0.22837 0.88973 3.64381  -1.41
H -3.50775 -1.66512 3.27197  0.34
H -2.38109 -0.68633 4.23995  0.38
H -3.18538 -0.01341 2.84369  0.32
H -1.90678 -2.49939 2.05538  0.07
H 0.40684 -4.99793 2.91860  0.37
H -0.83087 -4.32282 3.99570  0.32
H -1.03934 -4.23556 2.23296  0.35
H 2.32548 -3.81499 3.31108  0.32
H 4.35135 -0.68719 3.75674  0.32
H 4.27735 -2.33905 4.46036  0.35
H 4.38459 -2.12855 2.68970  0.34
H 2.38342 0.44760 3.85263  0.23
H 0.47781 1.68150 3.91519  0.40
H -0.72478 1.18606 2.71424  -0.03
H -0.97225 0.81504 4.44368  0.31
H -1.49979 -0.85571 1.57100  -0.53
C -2.50211 0.47302 -0.03744  -0.14
C -1.43320 1.32749 0.05615  0.14
C -0.66920 1.77116 -1.01993  -0.39
C -0.64597 1.25787 -2.30649  -0.25
C -1.43835 0.25174 -2.86306  -0.22
C -2.43435 -0.49943 -2.27074  -0.33
C -2.80640 -0.51426 -0.92842  -0.20
H -3.18881 0.52917 0.80087  0.23
H -1.36525 1.95229 0.96854  0.36
H -0.11379 2.67247 -0.81180  0.39
H -0.00579 1.81066 -3.00932  0.34
H -1.34625 0.12410 -3.94945  0.33
H -3.07441 -1.09251 -2.90281  0.38
H -3.65616 -1.17386 -0.66693  0.39

The LUMO energy comes out at -5.62 eV. Its energy above the lowest of the compared OMol25 structures with the same formula, charge and spin is 10.8 kJ/mol. Its energy is -699.3586 Eh. The highest occupied orbital energy is -10.64 eV. The total charge is +1.


Entry 2:
Molecular formula: C13H22AlBrF2N2O3S
Method: DFT, ωB97M-V/def2-TZVPD

Last column: Mulliken charge in e.
Cartesian coordinates (Å):
O -1.58519 -0.98243 2.50709  -0.41
C -1.49509 0.26412 2.53317  0.05
O -0.30062 0.87957 2.05037  -0.05
C -0.47550 2.34091 1.95340  -0.79
C 0.22906 2.79916 0.58406  0.04
C -0.77922 3.20063 -0.60696  -0.13
C -2.17240 3.93417 -0.29316  -0.79
C -2.74962 3.86746 -1.81616  -0.06
N -2.20341 2.86565 -2.53081  -0.03
C -1.24002 2.10587 -1.67095  -0.09
Br -2.30208 0.58262 -0.91534  0.01
H -2.37105 0.86115 2.98711  0.32
H 0.16857 2.77391 2.81043  0.27
H -1.57132 2.63465 2.05527  0.34
H 0.83729 1.88424 0.21383  -0.16
H 0.98683 3.65290 0.78793  0.37
H -0.19617 4.04340 -1.14889  0.29
H -1.94148 5.05530 -0.16755  0.38
H -2.88266 3.50664 0.48745  0.40
H -3.50173 4.58332 -2.30005  0.42
H -2.44912 2.69770 -3.53014  0.30
H -0.33534 1.60395 -2.16203  0.33
C -0.98532 -4.63709 -2.17511  -1.00
S -2.30546 -4.10630 -1.05788  0.58
O -3.25128 -3.26447 -1.84667  -0.51
C -1.28476 -2.99079 -0.07641  -0.85
H -1.40849 -5.32157 -2.91267  0.43
H -0.56095 -3.77037 -2.68728  0.31
H -0.21173 -5.15409 -1.60479  0.41
H -0.84477 -2.22877 -0.72278  0.20
H -0.49918 -3.55851 0.42453  0.45
H -1.91572 -2.51078 0.67329  0.31
N 2.34203 -1.16071 1.95801  0.23
C 3.20632 -1.76286 2.84494  -0.28
C 4.45213 -1.81889 2.25951  -0.62
C 4.34137 -1.22784 0.98484  -0.52
C 3.02374 -0.82764 0.82612  -0.30
H 1.36027 -0.99243 2.12082  0.19
H 2.85974 -2.09932 3.81077  0.42
H 5.34127 -2.23910 2.70467  0.42
H 5.13130 -1.10342 0.25343  0.53
H 2.52538 -0.33810 0.00266  0.48
F -0.21444 -5.24521 -4.69886  -0.39
F 5.07837 -1.83019 -1.58211  -0.49
Al 2.15042 3.03355 -1.32713  0.96

The LUMO energy comes out at -10.53 eV. Its energy above the lowest of the compared OMol25 structures with the same formula, charge and spin is 0.0 kJ/mol. Its energy is -4256.9969 Eh. The highest occupied orbital energy is -12.44 eV. The total charge is +2.


Entry 3:
Molecular formula: C5H10O2
Method: DFT, ωB97M-V/def2-TZVPD

Last column: Mulliken charge in e.
Cartesian coordinates (Å):
O -2.17812 -0.25656 1.08955  -0.50
C -1.67709 -0.17039 -0.23368  -0.78
C -0.29455 0.46286 -0.13454  0.31
C 0.53000 -0.21227 0.96345  -0.69
C 1.95968 -0.00272 0.48311  -0.44
O 1.88452 -0.14357 -0.93453  -0.40
C 0.60636 0.30030 -1.38570  -0.58
H -3.01959 -0.72399 1.06709  0.30
H -1.58015 -1.17278 -0.68468  0.36
H -2.35138 0.42827 -0.86802  0.34
H -0.42052 1.53229 0.09158  0.30
H 0.31389 0.19919 1.95249  0.35
H 0.29674 -1.28707 0.99380  0.28
H 2.65796 -0.75418 0.86406  0.33
H 2.33320 1.00108 0.75688  0.25
H 0.22655 -0.45727 -2.09279  0.30
H 0.71247 1.25682 -1.92809  0.25

The LUMO energy comes out at 0.88 eV. Its SMILES is OC[C@H]1CCOC1. Its energy above the lowest of the compared OMol25 structures with the same formula, charge and spin is 151.5 kJ/mol. Its energy is -346.9677 Eh. The highest occupied orbital energy is -9.58 eV.


Entry 4:
Molecular formula: C8H14O
Method: DFT, ωB97M-V/def2-TZVPD

Last column: Mulliken charge in e.
Cartesian coordinates (Å):
C 1.94589 0.36292 -0.75764  -0.76
C -0.37525 2.02816 0.23751  -1.49
C 0.22165 -1.88777 -0.82746  -1.40
C 2.75334 0.25150 0.51370  -0.89
C -2.13160 -0.19191 0.15502  0.29
C -0.29887 0.59363 -0.06134  0.13
C 0.20602 -0.45369 -0.52582  0.88
C -2.55411 -0.83594 1.24174  -0.96
O -2.96214 0.21622 -0.85020  -0.49
H -3.87369 -0.07354 -0.67188  0.32
H 2.29489 -0.29783 -1.54860  0.42
H 1.89594 1.37342 -1.15719  0.42
H 0.60307 2.44938 0.46557  0.41
H -0.83354 2.56687 -0.59262  0.28
H -1.01024 2.16645 1.11302  0.35
H -0.70138 -2.34806 -0.48112  0.43
H 0.31984 -2.04483 -1.90286  0.31
H 1.07058 -2.36779 -0.33761  0.31
H -1.86096 -1.13119 2.01436  0.28
H -3.61003 -1.03336 1.42931  0.28
H 2.36553 0.91472 1.28838  0.27
H 2.73016 -0.76579 0.90848  0.27
H 3.80491 0.50842 0.34726  0.34

The LUMO energy comes out at 0.93 eV. Its energy above the lowest of the compared OMol25 structures with the same formula, charge and spin is 451.4 kJ/mol. Its energy is -388.2700 Eh. The highest occupied orbital energy is -7.73 eV.


Entry 5:
Molecular formula: C4H7MgO3
Method: DFT, ωB97M-V/def2-TZVPD

Last column: Mulliken charge in e.
Cartesian coordinates (Å):
H 0.01389 -1.07015 2.62987  0.29
O 0.64812 1.12018 0.32131  -0.52
C 0.87086 0.44752 1.37405  0.14
C -0.06578 -0.73088 1.58944  -0.29
O 0.43524 -1.75377 0.76254  -0.29
C 0.87192 -1.28112 -0.52177  -0.46
C -0.35727 -1.36372 -1.44664  -0.46
O -1.04778 -0.17472 -1.61598  -0.72
Mg -0.92014 1.49674 -0.86238  1.28
H 1.22568 0.99947 2.25704  0.42
H -1.10830 -0.52817 1.30560  0.22
H 2.05816 -1.32922 -0.02542  0.36
H 1.46963 -0.55541 -1.11001  0.35
H -1.06004 -2.14022 -1.08510  0.32
H 0.02663 -1.74386 -2.41293  0.36

The LUMO energy (alpha / beta) comes out at -6.58 / -6.58 eV. Its energy is -581.9427 Eh. The highest occupied orbital energy (alpha / beta) is -12.37 / -12.37 eV. The total charge is +1.


Entry 6:
Molecular formula: CH2F2N2OP
Method: DFT, ωB97M-V/def2-TZVPD

Last column: Mulliken charge in e.
Cartesian coordinates (Å):
C 0.70832 -0.99094 0.91235  0.46
N 0.22810 0.95569 -2.49438  -0.16
N -0.51867 0.84374 0.45140  0.00
O 0.47613 0.38861 1.10388  -0.08
F 1.03145 -1.14112 -0.39449  -0.20
F -0.41578 -1.62392 1.10222  -0.18
P -0.75149 1.25302 -1.35783  0.60
H 1.42786 -1.12122 1.66147  0.30
H -2.18592 1.43614 -0.98461  0.28

The LUMO energy (alpha / beta) comes out at -8.84 / -9.19 eV. Its energy above the lowest of the compared OMol25 structures with the same formula, charge and spin is 819.1 kJ/mol. Its energy is -764.5621 Eh. The highest occupied orbital energy (alpha / beta) is -16.38 / -16.54 eV. The total charge is +1.


Entry 7:
Molecular formula: C5H6O2
Method: DFT, ωB97M-V/def2-TZVPD

Last column: Mulliken charge in e.
Cartesian coordinates (Å):
C -1.17244 -1.08533 0.74399  -1.22
C -0.01793 -0.15707 0.35969  0.37
O 0.69669 -0.77326 -0.73780  -0.29
C 1.94216 -0.30998 -0.92882  0.10
O 2.48657 0.54384 -0.27767  -0.47
C -0.48504 1.17651 -0.04109  -0.80
C -0.90731 2.25164 -0.37818  0.21
H -2.11735 -0.74585 0.31862  0.33
H -1.28199 -1.12666 1.82882  0.33
H -0.97196 -2.09573 0.38412  0.33
H 0.69332 -0.04745 1.18258  0.32
H 2.40002 -0.84263 -1.77500  0.36
H -1.26474 3.21198 -0.67927  0.43

The LUMO energy comes out at 0.99 eV. Its SMILES is C#C[C@@H](C)OC=O. Its energy above the lowest of the compared OMol25 structures with the same formula, charge and spin is 187.4 kJ/mol. Its energy is -344.5306 Eh. The highest occupied orbital energy is -10.35 eV.


Entry 8:
Molecular formula: C2H12NO3
Method: DFT, ωB97M-V/def2-TZVPD

Last column: Löwdin spin population.
Cartesian coordinates (Å):
C 2.20705 0.63330 0.40519  0.03
C 1.61587 -0.99117 -1.21752  0.51
N 1.21494 -0.10081 -0.40536  0.31
H 2.78343 -0.07839 1.03378  0.01
H 1.73237 1.43562 1.01409  0.00
H 2.84662 1.07068 -0.37954  0.01
H 2.72080 -1.01398 -1.27008  0.06
H 1.01797 -1.78274 -1.78931  0.05
H 0.29481 0.51824 -0.40127  0.01
H -0.11512 -1.15391 1.89691  0.00
H 0.11800 -2.60910 2.22409  0.00
O 0.24867 -1.99124 1.48792  0.01
H -1.30472 1.76193 -1.23911  0.00
H -1.94492 0.60231 -0.34408  0.00
O -1.18753 1.19130 -0.42378  0.00
H -4.66784 0.35904 -0.02944  0.00
H -3.73615 1.55298 -0.11391  0.00
O -3.84424 0.59592 -0.44857  0.00

The LUMO energy (alpha / beta) comes out at 0.22 / 0.21 eV. Its spin multiplicity is 2. Its energy above the lowest of the compared OMol25 structures with the same formula, charge and spin is 115.3 kJ/mol. Its energy is -363.7490 Eh. The highest occupied orbital energy (alpha / beta) is -4.46 / -9.11 eV.


Entry 9:
Molecular formula: C21H36N4O2
Method: DFT, ωB97M-V/def2-TZVPD

Last column: Mulliken charge in e.
Cartesian coordinates (Å):
C 7.10808 0.12088 2.05182  -1.24
H 6.28933 -0.49317 2.41594  0.26
H 6.83656 1.16533 2.18083  0.28
H 7.99467 -0.08005 2.64837  0.45
C 7.37983 -0.20471 0.58538  -0.76
N 6.18625 -0.04405 -0.22177  0.83
C 6.07245 -1.00397 -1.30670  -0.92
C 5.36468 -2.27010 -0.83158  -0.95
H 5.27345 -2.97876 -1.65148  0.42
H 5.92209 -2.74178 -0.02628  0.27
H 4.37170 -2.02435 -0.46408  0.11
H 7.06193 -1.25738 -1.72295  0.43
H 5.48810 -0.55757 -2.11345  0.38
C 5.90261 1.32466 -0.59762  -1.23
C 4.39392 1.55254 -0.72980  -0.39
H 4.20433 2.59974 -0.97665  0.47
H 3.99622 0.93648 -1.53770  0.23
C 3.67806 1.16228 0.56508  -0.87
N 2.24813 1.07367 0.39581  0.04
C 1.61974 -0.10910 0.21198  0.43
O 2.18724 -1.19178 0.30033  -0.77
C 0.18187 -0.05239 -0.06824  -0.13
C -0.76026 0.94112 -0.27877  1.14
C -2.00061 0.28328 -0.49490  0.60
C -1.76787 -1.08657 -0.43248  -0.14
N -0.45767 -1.25900 -0.17884  0.04
H 0.04829 -2.12808 -0.08942  0.24
C -2.66838 -2.25317 -0.64839  -1.54
H -3.48783 -1.98606 -1.31106  0.33
H -3.08215 -2.61522 0.29538  0.26
H -2.10972 -3.07234 -1.09835  0.46
C -3.28390 0.96178 -0.76502  0.51
O -3.37924 2.00374 -1.39088  -0.74
N -4.36532 0.32439 -0.25142  0.01
H -4.22768 -0.47490 0.34185  0.24
C -5.71462 0.82115 -0.40265  -0.39
C -6.60249 -0.20588 -1.11485  -0.97
C -6.88892 -1.42054 -0.23527  -0.37
C -7.52181 -0.98858 1.08385  -0.74
C -6.60988 -0.01105 1.81890  -0.56
C -6.32133 1.21081 0.95002  -0.95
H -7.25331 1.74893 0.76729  0.39
H -5.63824 1.88733 1.46728  0.38
H -7.08263 0.30917 2.74968  0.33
H -5.67489 -0.51081 2.08413  0.29
H -7.71395 -1.86284 1.70961  0.35
H -8.47999 -0.50462 0.88197  0.32
H -7.55972 -2.10144 -0.76349  0.36
H -5.96293 -1.96456 -0.03501  0.12
H -7.54574 0.27723 -1.37633  0.41
H -6.11760 -0.51771 -2.04211  0.36
H -5.61909 1.71546 -1.02892  0.46
C -0.57206 2.42014 -0.27817  -2.06
H -1.50668 2.89520 -0.56371  0.41
H -0.28165 2.78173 0.70949  0.36
H 0.18613 2.71619 -1.00381  0.41
H 1.73986 1.92341 0.21905  0.23
H 4.03012 0.17310 0.86376  0.37
H 3.90213 1.88148 1.35807  0.22
H 6.39982 1.61026 -1.54220  0.28
H 6.28416 1.98087 0.18715  0.44
H 7.69390 -1.24810 0.51872  0.45
H 8.21249 0.41824 0.21263  0.34

The LUMO energy comes out at 0.69 eV. Its SMILES is CCN(CC)CCCNC(=O)c1[nH]c(C)c(C(=O)NC2CCCCC2)c1C. Its energy above the lowest of the compared OMol25 structures with the same formula, charge and spin is 4.1 kJ/mol. Its energy is -1191.3660 Eh. The highest occupied orbital energy is -8.12 eV.


Entry 10:
Molecular formula: C6H13NO3
Method: DFT, ωB97M-V/def2-TZVPD

Last column: Mulliken charge in e.
Cartesian coordinates (Å):
C -2.67770 -1.25300 0.05484  -1.44
C -1.93183 -0.03370 -0.45824  0.34
O -2.66386 1.16946 -0.20227  -0.61
C -0.51292 0.05289 0.10533  -0.92
C 0.29599 1.20730 -0.47680  0.08
O -0.23661 2.46204 -0.08424  -0.60
C 1.76109 1.19899 -0.02052  -0.50
C 2.52690 0.05760 -0.53209  0.28
N 3.05418 -0.79061 -1.13243  -0.54
H -3.68863 -1.29511 -0.37168  0.36
H -2.14254 -2.17047 -0.22494  0.37
H -2.75578 -1.22561 1.15255  0.38
H -1.86623 -0.08434 -1.55593  0.30
H -2.95649 1.17232 0.71578  0.36
H -0.55305 0.15594 1.20262  0.34
H 0.00195 -0.89369 -0.11633  0.44
H 0.27810 1.13864 -1.57857  0.28
H -1.19627 2.40591 -0.23101  0.43
H 2.25137 2.11960 -0.36778  0.34
H 1.81383 1.18889 1.07874  0.30
O 4.03762 -2.23927 1.26079  -0.67
H 3.11757 -2.07456 1.52718  0.29
H 4.04332 -2.26924 0.25498  0.37

The LUMO energy comes out at 0.58 eV. Its SMILES is C[C@@H](O)C[C@@H](O)CC#N.O. Its energy above the lowest of the compared OMol25 structures with the same formula, charge and spin is 143.4 kJ/mol. Its energy is -516.8845 Eh. The highest occupied orbital energy is -10.67 eV.


Entry 11:
Molecular formula: C8H13FSi
Method: DFT, ωB97M-V/def2-TZVPD

Last column: Mulliken charge in e.
Cartesian coordinates (Å):
C -2.47248 1.28972 -0.26407  -0.63
C -1.64766 2.42006 -0.12838  -0.65
C -2.12305 -0.10132 0.05111  0.64
C -1.00276 -0.83554 -0.18094  0.69
C 0.06934 -0.34676 -1.09796  -1.42
C 1.22574 0.43746 -0.50169  0.22
C -1.06586 -2.34036 0.07192  -1.72
C 1.79894 -0.42552 0.60846  -1.36
F -3.22376 -0.82099 0.49576  -0.34
Si 0.16214 2.05670 0.35841  0.48
H -3.45940 1.33932 -0.63183  0.41
H -1.97206 3.36189 -0.39528  0.54
H 0.58069 -1.16085 -1.59777  0.59
H -0.43501 0.28640 -1.81881  0.40
H -1.21334 -2.53375 1.08611  0.39
H -0.07512 -2.60213 -0.15664  0.49
H -1.71532 -2.86815 -0.61394  0.32
H 2.78190 0.11216 0.91907  0.29
H 2.06939 -1.44552 0.40815  0.37
H 1.12536 -0.38541 1.47943  0.36
H 1.97687 0.53071 -1.44965  0.28
H -0.15148 1.63472 1.75055  -0.12
H 1.14408 3.15277 0.17400  -0.23

The LUMO energy comes out at 0.27 eV. Its SMILES is CC1=C(F)C=C[SiH2][C@@H](C)C1. Its energy above the lowest of the compared OMol25 structures with the same formula, charge and spin is 0.0 kJ/mol. Its energy is -701.8768 Eh. The highest occupied orbital energy is -8.76 eV.


Entry 12:
Molecular formula: C6H13O2S
Method: DFT, ωB97M-V/def2-TZVPD

Last column: Mulliken charge in e.
Cartesian coordinates (Å):
C -0.60591 1.35846 1.71172  -0.23
C -1.50811 2.59708 1.85284  -1.12
C -0.21007 1.18573 0.20455  0.50
O -1.00504 0.60458 -0.60181  -0.79
O 0.79389 1.81920 -0.16450  -0.78
H 0.33595 1.63500 2.26491  0.23
H -0.95720 0.45864 2.20677  0.30
H -1.85072 2.95977 0.86293  0.32
H -0.94010 3.47266 2.15576  0.31
H -2.48460 2.39430 2.30214  0.29
C 0.38965 -1.55642 -1.87182  0.35
C 1.70837 -1.25717 -2.52897  -1.10
C 0.05590 -1.98213 0.88294  -0.73
S 0.49239 -2.89839 -0.67330  -0.26
H 0.06683 -0.60646 -1.30624  -0.35
H -0.47514 -1.66090 -2.53947  0.34
H 2.53145 -1.12440 -1.80943  0.27
H 1.55457 -0.22677 -2.93830  0.30
H 0.03874 -2.55505 1.80652  0.35
H 0.90878 -1.31315 0.87647  0.24
H -0.85374 -1.42603 0.67761  0.22
H 2.01409 -1.87855 -3.37132  0.33

The LUMO energy comes out at 3.39 eV. Its energy above the lowest of the compared OMol25 structures with the same formula, charge and spin is 72.3 kJ/mol. Its energy is -785.1082 Eh. The highest occupied orbital energy is -4.42 eV. The total charge is -1.